[1]
{
  "formula": "C23H28AsAuN3O2S",
  "method": "wB97M-V/def2-TZVPD",
  "charge": 3,
  "e_homo_ev": -14.689,
  "e_above_lowest_kj_mol": 0.0,
  "spin_multiplicity": 1,
  "elements": ["Au", "N", "C", "O", "C", "C", "C", "N", "C", "C", "H", "H", "H", "H", "H", "H", "C", "S", "O", "C", "C", "C", "C", "C", "C", "H", "H", "H", "H", "H", "H", "H", "H", "C", "As", "C", "C", "H", "H", "H", "H", "H", "H", "H", "H", "H", "N", "C", "C", "C", "C", "C", "C", "C", "H", "H", "H", "H", "H"],
  "xyz": [[-0.336, -5.019, -2.260], [6.574, -6.665, -2.549], [5.741, -6.212, -3.512], [6.053, -6.071, -4.672], [4.318, -5.894, -3.091], [3.567, -5.120, -3.964], [2.254, -4.841, -3.660], [1.667, -5.299, -2.539], [2.389, -6.049, -1.692], [3.710, -6.364, -1.935], [7.528, -6.851, -2.815], [6.358, -6.610, -1.572], [4.014, -4.765, -4.882], [1.638, -4.248, -4.320], [1.879, -6.411, -0.811], [4.227, -7.002, -1.232], [-2.559, 6.451, 6.218], [-0.808, 6.758, 6.213], [-0.741, 7.765, 4.926], [-0.077, 5.274, 5.688], [1.059, 4.905, 6.412], [1.677, 3.703, 6.111], [1.158, 2.896, 5.108], [0.025, 3.275, 4.388], [-0.606, 4.472, 4.671], [-2.885, 6.142, 5.228], [-3.053, 7.369, 6.530], [-2.729, 5.664, 6.954], [1.436, 5.530, 7.212], [2.551, 3.392, 6.666], [1.637, 1.952, 4.886], [-0.375, 2.633, 3.617], [-1.485, 4.767, 4.115], [1.994, 8.886, 5.272], [0.174, 9.317, 4.927], [-0.600, 10.414, 6.274], [-0.166, 9.904, 3.156], [2.575, 9.806, 5.179], [2.337, 8.160, 4.537], [2.097, 8.501, 6.285], [-0.091, 11.380, 6.247], [-0.453, 9.961, 7.254], [-1.659, 10.556, 6.061], [0.320, 10.872, 3.023], [-1.241, 10.007, 3.017], [0.248, 9.180, 2.456], [-2.325, -4.869, -2.086], [-3.465, -4.976, -2.131], [-4.883, -5.109, -2.192], [-5.573, -4.556, -3.273], [-6.945, -4.716, -3.340], [-7.612, -5.417, -2.344], [-6.919, -5.965, -1.271], [-5.547, -5.817, -1.187], [-5.038, -4.020, -4.045], [-7.494, -4.299, -4.173], [-8.685, -5.543, -2.406], [-7.448, -6.514, -0.505], [-4.992, -6.245, -0.364]],
  "forces_ev_per_angstrom": [[0.0, -0.1, 0.0], [0.0, 0.0, 0.0], [0.0, 0.0, 0.0], [0.0, 0.0, 0.0], [0.0, 0.0, 0.0], [0.0, 0.0, 0.0], [0.0, 0.0, 0.0], [0.0, 0.0, 0.0], [0.0, 0.0, 0.0], [0.0, 0.0, 0.0], [0.0, 0.0, 0.0], [0.0, 0.0, 0.0], [0.0, 0.0, 0.0], [0.0, 0.0, 0.0], [0.0, 0.0, 0.0], [0.0, 0.0, 0.0], [0.0, 0.0, 0.0], [0.0, 0.0, 0.0], [0.0, 0.0, 0.0], [0.0, 0.0, 0.0], [0.0, 0.0, 0.0], [0.0, 0.0, 0.0], [0.0, 0.0, 0.0], [-0.1, 0.1, 0.1], [0.0, 0.0, 0.0], [0.0, 0.0, 0.0], [0.0, 0.0, 0.0], [0.0, 0.0, 0.0], [0.0, 0.0, 0.0], [0.0, 0.0, 0.0], [0.0, 0.0, 0.0], [0.0, 0.0, 0.0], [0.0, 0.0, 0.0], [0.0, 0.0, 0.0], [0.0, 0.0, 0.0], [0.0, 0.0, 0.0], [0.0, 0.0, 0.0], [0.0, 0.0, 0.0], [0.0, 0.0, 0.0], [0.0, 0.0, 0.0], [0.0, 0.0, 0.0], [0.0, 0.0, 0.0], [0.0, 0.0, 0.0], [0.0, 0.0, 0.0], [0.0, 0.0, 0.0], [0.0, 0.0, 0.0], [0.0, -0.1, 0.0], [0.0, 0.0, 0.0], [0.0, 0.0, 0.0], [0.0, 0.0, 0.0], [0.0, 0.0, 0.0], [0.0, 0.0, 0.0], [0.0, 0.0, 0.0], [0.0, 0.0, 0.0], [0.0, 0.0, 0.0], [0.0, 0.0, 0.0], [0.0, 0.0, 0.0], [0.0, 0.0, 0.0], [0.0, 0.0, 0.0]]
}

[2]
{
  "formula": "C20H24N",
  "method": "wB97M-V/def2-TZVPD",
  "charge": 1,
  "e_homo_ev": -12.179,
  "smiles": "c1ccc(C(c2ccccc2)[N+]23CCC(CC2)CC3)cc1",
  "e_above_lowest_kj_mol": 86.2,
  "spin_multiplicity": 1,
  "elements": ["C", "C", "N", "C", "C", "C", "C", "C", "H", "H", "H", "H", "H", "H", "H", "H", "H", "H", "H", "H", "H", "C", "C", "C", "C", "C", "C", "C", "C", "C", "C", "C", "C", "C", "H", "H", "H", "H", "H", "H", "H", "H", "H", "H", "H"],
  "xyz": [[-0.903, -1.466, 1.511], [0.614, -1.518, 1.484], [1.208, -0.106, 1.427], [0.680, 0.635, 2.748], [-0.855, 0.667, 2.771], [-1.400, -0.024, 1.524], [-0.883, 0.670, 0.268], [0.632, 0.647, 0.212], [-1.274, -1.966, 0.616], [-1.255, -1.985, 2.405], [1.040, -1.993, 2.383], [1.012, -2.025, 0.592], [1.065, 0.057, 3.615], [1.102, 1.661, 2.768], [-1.227, 0.136, 3.655], [-1.217, 1.702, 2.806], [-2.489, -0.004, 1.530], [-1.250, 0.132, -0.607], [-1.218, 1.709, 0.239], [1.092, 1.651, 0.217], [1.019, 0.080, -0.648], [2.767, -0.185, 1.300], [3.365, -1.614, 1.432], [3.482, -2.045, 2.750], [3.786, -3.357, 3.066], [4.116, -4.258, 2.042], [4.249, -3.775, 0.743], [3.961, -2.437, 0.435], [3.386, 0.687, 0.153], [3.692, 1.988, 0.540], [4.173, 2.938, -0.354], [4.507, 2.557, -1.654], [4.407, 1.213, -2.008], [3.840, 0.272, -1.130], [3.168, 0.311, 2.202], [3.312, -1.321, 3.537], [3.718, -3.673, 4.088], [4.229, -5.332, 2.278], [4.562, -4.475, -0.047], [4.277, -2.110, -0.552], [3.534, 2.253, 1.577], [4.233, 3.958, -0.032], [4.795, 3.331, -2.385], [4.734, 0.919, -3.011], [3.783, -0.748, -1.499]],
  "forces_ev_per_angstrom": [[-0.3, 0.0, 0.0], [0.8, 0.4, -0.1], [-0.7, 0.4, 0.6], [1.1, -0.3, -0.5], [-0.2, 0.0, -0.2], [0.1, 0.0, -0.1], [-0.3, 0.1, 0.0], [1.0, -0.5, 0.5], [-0.2, -0.1, 0.2], [-0.1, -0.1, -0.2], [-0.2, 0.2, -0.6], [-0.2, 0.0, 0.4], [0.0, 0.3, -0.7], [0.0, -0.8, -0.2], [0.1, 0.2, -0.1], [0.1, -0.2, 0.1], [0.0, 0.0, 0.0], [-0.2, 0.2, 0.0], [-0.2, -0.2, -0.1], [-0.2, -0.6, 0.0], [-0.2, 0.4, 0.2], [2.0, 0.2, -0.4], [0.9, 0.5, -0.6], [-0.4, -0.3, -0.1], [0.2, -0.3, -0.7], [-0.5, -0.1, 0.5], [0.1, -0.1, 0.0], [-0.5, -0.3, 0.5], [0.5, -0.8, 0.1], [-0.2, 0.2, -0.2], [-0.1, -0.6, -0.4], [-0.3, 0.5, 0.2], [-0.3, -0.1, 0.1], [-0.2, 0.6, 0.0], [-0.7, -0.1, -0.3], [-0.3, -0.1, 0.2], [0.2, -0.2, 0.3], [0.1, 0.8, -0.2], [0.0, 0.6, 0.4], [-0.7, 0.0, 0.3], [-0.2, 0.3, 0.0], [0.3, 0.4, 0.1], [0.1, -0.6, 0.4], [-0.2, -0.1, 0.5], [-0.4, 0.4, 0.2]]
}

[3]
{
  "formula": "C31H25Cl5N2O4PRuS",
  "method": "wB97M-V/def2-TZVPD",
  "charge": 0,
  "e_homo_ev": [-8.031, -8.330],
  "s_squared": 0.757,
  "e_above_lowest_kj_mol": 71.4,
  "spin_multiplicity": 2,
  "elements": ["Ru", "C", "C", "C", "C", "C", "H", "H", "H", "H", "H", "O", "S", "O", "O", "C", "C", "C", "C", "C", "C", "P", "C", "C", "C", "C", "C", "C", "C", "C", "C", "C", "C", "C", "H", "H", "H", "H", "H", "H", "H", "H", "H", "H", "H", "H", "H", "H", "C", "N", "C", "N", "O", "H", "H", "H", "H", "H", "H", "Cl", "C", "C", "C", "Cl", "C", "Cl", "C", "Cl", "C", "Cl"],
  "xyz": [[2.218, -0.807, 0.403], [4.330, -0.473, 0.640], [3.703, 0.807, 0.635], [2.854, 0.893, 1.771], [2.912, -0.350, 2.457], [3.839, -1.189, 1.781], [5.054, -0.829, -0.073], [3.813, 1.561, -0.125], [2.215, 1.725, 2.019], [2.333, -0.630, 3.323], [4.116, -2.187, 2.076], [2.091, 1.969, -1.591], [1.385, 0.923, -2.299], [1.817, 0.617, -3.633], [1.297, -0.333, -1.461], [-0.305, 1.492, -2.440], [-0.793, 1.669, -3.730], [-2.029, 2.261, -3.929], [-2.767, 2.704, -2.841], [-2.277, 2.518, -1.558], [-1.056, 1.887, -1.331], [-0.462, 1.608, 0.392], [-1.880, 0.719, 1.145], [-2.974, 0.198, 0.460], [-3.963, -0.513, 1.133], [-3.871, -0.720, 2.500], [-2.770, -0.228, 3.193], [-1.783, 0.472, 2.518], [-0.678, 3.309, 1.039], [-1.735, 3.757, 1.825], [-1.773, 5.077, 2.256], [-0.766, 5.959, 1.900], [0.291, 5.519, 1.113], [0.341, 4.200, 0.691], [-0.180, 1.356, -4.563], [-2.404, 2.397, -4.935], [-3.719, 3.197, -2.990], [-2.853, 2.872, -0.710], [-3.066, 0.345, -0.608], [-4.814, -0.895, 0.583], [-4.649, -1.260, 3.025], [-2.681, -0.389, 4.260], [-0.919, 0.835, 3.065], [-2.532, 3.079, 2.103], [-2.599, 5.417, 2.869], [-0.802, 6.988, 2.235], [1.081, 6.204, 0.830], [1.165, 3.853, 0.075], [-1.418, -3.218, -1.734], [-0.564, -2.303, -1.008], [-0.560, -2.175, 0.319], [-1.489, -2.856, 1.037], [0.278, -1.477, 0.941], [-1.078, -3.259, -2.766], [-2.462, -2.890, -1.735], [-1.359, -4.223, -1.313], [0.116, -1.724, -1.493], [-2.374, -3.057, 0.602], [-1.549, -2.561, 1.999], [1.773, -3.725, 2.146], [2.176, -3.869, 0.454], [2.546, -2.743, -0.288], [3.051, -3.006, -1.565], [3.759, -1.734, -2.498], [3.034, -4.281, -2.133], [3.609, -4.543, -3.733], [2.544, -5.357, -1.400], [2.473, -6.928, -2.098], [2.140, -5.155, -0.086], [1.600, -6.498, 0.853]],
  "forces_ev_per_angstrom": [[0.0, -0.1, 0.0], [0.0, 0.0, 0.0], [0.0, -0.1, 0.1], [0.1, -0.1, 0.0], [0.1, 0.1, -0.1], [-0.1, 0.1, 0.1], [0.0, 0.0, 0.0], [0.0, 0.0, 0.0], [0.0, 0.0, 0.0], [0.0, 0.0, 0.0], [0.0, 0.0, 0.0], [-0.1, -0.1, -0.1], [0.1, 0.1, 0.1], [0.0, 0.0, 0.0], [-0.1, 0.0, 0.0], [0.0, 0.0, 0.0], [0.0, 0.0, 0.0], [0.0, 0.0, 0.0], [0.0, 0.0, 0.0], [0.0, 0.0, 0.0], [0.0, 0.0, 0.0], [0.0, 0.0, 0.0], [0.0, 0.0, 0.0], [0.0, 0.0, 0.0], [0.0, 0.0, 0.0], [0.0, 0.0, 0.0], [0.0, 0.0, 0.0], [0.0, 0.0, 0.0], [0.1, 0.0, 0.0], [0.0, 0.0, 0.0], [0.0, 0.0, 0.0], [0.0, 0.0, 0.0], [0.0, 0.0, 0.0], [0.0, 0.0, 0.0], [0.0, 0.0, 0.0], [0.0, 0.0, 0.0], [0.0, 0.0, 0.0], [0.0, 0.0, 0.0], [0.0, 0.0, 0.0], [0.0, 0.0, 0.0], [0.0, 0.0, 0.0], [0.0, 0.0, 0.0], [0.0, 0.0, 0.0], [0.0, 0.0, 0.0], [0.0, 0.0, 0.0], [0.0, 0.0, 0.0], [0.0, 0.0, 0.0], [0.0, 0.0, 0.0], [0.0, 0.0, 0.0], [0.0, 0.0, 0.1], [0.1, 0.0, -0.1], [-0.1, 0.0, 0.1], [0.0, 0.0, 0.0], [0.0, 0.0, 0.0], [0.0, 0.0, 0.0], [0.0, 0.0, 0.0], [0.0, 0.0, 0.0], [0.0, 0.0, 0.0], [0.0, 0.0, 0.0], [0.0, 0.0, 0.0], [0.0, 0.0, 0.0], [0.0, -0.1, 0.0], [0.0, 0.0, 0.0], [0.0, 0.0, 0.0], [0.0, 0.0, 0.0], [0.0, 0.0, 0.0], [0.0, 0.0, 0.0], [0.0, 0.0, 0.0], [0.0, 0.0, 0.1], [0.0, 0.0, 0.0]]
}